This record from the OMol25 dataset describes an isolated molecule of C6H10N2O2 in a non-equilibrium geometry. The level of theory is wB97M-V/def2-TZVPD.

Structure (ORCA input):
```
! wB97M-V def2-TZVPD RIJCOSX def2/J DEFGRID3
* xyz 0 1
C -0.51265 1.93408 -0.65903
C -0.26028 0.46887 -0.99563
C -1.45123 -0.42235 -0.69548
O -2.38118 -0.17725 0.03657
O -1.48645 -1.67506 -1.48965
C 0.89375 -0.12621 -0.15943
C 1.30261 0.60656 1.14129
N 1.40563 -0.43826 2.16904
C 0.88017 -1.49485 1.67570
N 0.41501 -1.40173 0.38247
H -1.00262 2.04299 0.31777
H 0.44264 2.47366 -0.60758
H -1.15690 2.39956 -1.41617
H -0.01396 0.35179 -2.05953
H -2.32538 -2.11913 -1.30569
H 1.75739 -0.27804 -0.82578
H 2.25463 1.14000 1.02931
H 0.55363 1.34740 1.46124
H 0.62424 -2.37583 2.26940
H 0.06094 -2.25622 -0.26883
*
```

- LUMO level (eV) = 0.7
- SMILES = C[C@H](C(=O)O)[C@H]1CN=CN1
- ΔE to the lowest compared entry with this formula, charge and spin (kcal/mol) = 27.4
- Kohn-Sham gap (eV) = 9.3